ORCA calculation (the ωB97M-V functional and the def2-TZVPD basis) on a molecular structure, C48H49FN5O3SY.

Values from the calculation:
multiplicity = 1
relative energy (zero: lowest compared OMol25 entry of this formula, charge and spin) = 32.6 kJ/mol
highest occupied orbital energy = -6.7 eV

Geometry (Å):
Y (0.2440, -0.1985, 0.0375)
C (3.0204, -1.2130, 4.9111)
C (2.7968, -1.8521, 3.5337)
C (1.3160, -2.1277, 3.3370)
C (3.5546, -1.0820, 2.4486)
C (4.8803, -1.4946, 2.2978)
C (5.7739, -0.8255, 1.4869)
C (5.3469, 0.3000, 0.8059)
C (4.0323, 0.7439, 0.8967)
C (3.6397, 2.0057, 0.1430)
C (3.8241, 3.2673, 0.9955)
C (4.4282, 2.1846, -1.1570)
C (3.1099, 0.0330, 1.6998)
N (1.7460, 0.4617, 1.7077)
C (1.4087, 1.3916, 2.6568)
C (2.2435, 1.9084, 3.6674)
C (1.7916, 2.8509, 4.5779)
C (0.4912, 3.3358, 4.5393)
C (-0.3646, 2.8549, 3.5542)
C (0.1168, 1.9231, 2.6758)
F (-0.7326, 1.4617, 1.6804)
H (2.6989, -1.9035, 5.6942)
H (2.4377, -0.2991, 5.0153)
H (4.0721, -0.9706, 5.0772)
H (3.2963, -2.8271, 3.5649)
H (0.7164, -1.2243, 3.3979)
H (0.9674, -2.8078, 4.1186)
H (1.1059, -2.5993, 2.3801)
H (5.2159, -2.3605, 2.8595)
H (6.7979, -1.1677, 1.3967)
H (6.0487, 0.8395, 0.1842)
H (2.5817, 1.9248, -0.1130)
H (4.8524, 3.3266, 1.3634)
H (3.1529, 3.2977, 1.8503)
H (3.6334, 4.1536, 0.3852)
H (5.4280, 2.5802, -0.9592)
H (3.9182, 2.9041, -1.8003)
H (4.5313, 1.2494, -1.7073)
H (3.2663, 1.5589, 3.7185)
H (2.4771, 3.2148, 5.3335)
H (0.1461, 4.0706, 5.2528)
H (-1.3881, 3.1926, 3.4584)
C (2.9790, 0.7507, -3.7834)
C (3.8054, -0.3624, -3.8248)
C (3.7004, -1.3004, -2.8129)
C (2.7363, -1.1481, -1.8123)
C (1.8707, -0.0431, -1.7218)
C (2.0758, 0.9065, -2.7373)
C (2.5230, -2.3047, -0.9091)
C (3.6099, -3.1234, -0.5034)
C (3.3648, -4.2562, 0.2015)
C (2.0300, -4.6306, 0.4856)
C (1.7004, -5.8229, 1.1691)
C (0.3955, -6.1384, 1.4185)
C (-0.6325, -5.2758, 0.9837)
C (-0.3381, -4.1142, 0.3282)
C (1.0042, -3.7535, 0.0791)
N (1.2711, -2.5713, -0.5699)
H (3.0675, 1.5186, -4.5447)
H (4.5306, -0.4892, -4.6188)
H (4.3366, -2.1783, -2.8330)
H (1.5494, 1.8508, -2.6915)
H (4.6180, -2.8005, -0.7197)
H (4.1780, -4.8816, 0.5518)
H (2.5018, -6.4774, 1.4908)
H (0.1455, -7.0475, 1.9492)
H (-1.6647, -5.5261, 1.1919)
H (-1.1146, -3.4337, 0.0175)
O (-2.7969, -2.1073, 2.5138)
C (-2.2148, -1.4631, 1.6582)
O (-0.9720, -1.5146, 1.3510)
C (-3.0239, -0.5070, 0.7942)
C (-4.3960, -0.3996, 0.9711)
C (-5.1155, 0.4090, 0.1121)
C (-4.4361, 1.0673, -0.9031)
C (-3.0657, 0.9086, -0.9952)
N (-2.3573, 0.1490, -0.1585)
H (-4.8509, -0.9642, 1.7720)
H (-6.1871, 0.5176, 0.2206)
H (-4.9532, 1.6976, -1.6136)
H (-2.5114, 1.3984, -1.7808)
C (-1.4604, -4.3061, -3.6231)
N (-1.6388, -3.0884, -2.8488)
C (-2.8380, -2.9909, -2.0315)
C (-0.7771, -2.0557, -2.9225)
C (0.3824, -2.2001, -3.8708)
O (-0.9502, -1.0322, -2.2470)
H (-2.1505, -5.0560, -3.2440)
H (-0.4504, -4.6988, -3.5180)
H (-1.6717, -4.1532, -4.6843)
H (-3.7291, -2.9327, -2.6618)
H (-2.7802, -2.0973, -1.4193)
H (-2.9204, -3.8678, -1.3884)
H (0.0320, -2.4284, -4.8792)
H (1.0342, -3.0149, -3.5521)
H (0.9562, -1.2781, -3.8743)
S (-0.1535, 2.8549, -0.9112)
C (-0.8217, 3.0367, -2.4358)
N (-0.8965, 1.9728, -3.2969)
C (-1.4360, 2.0137, -4.5389)
C (-1.9550, 3.1681, -5.0241)
C (-1.9107, 4.3109, -4.1901)
C (-1.3658, 4.2514, -2.9438)
H (-0.5209, 1.0904, -2.9545)
H (-1.4207, 1.0818, -5.0855)
H (-2.3871, 3.2015, -6.0120)
H (-2.3182, 5.2470, -4.5498)
H (-1.3280, 5.1149, -2.2965)

Atom charges from the Löwdin analysis, given in e for atoms 1 to 4: 1.499, -0.057, -0.359, -0.058

***

ORCA calculation (the ωB97M-V functional and the def2-TZVPD basis) on a single C9H6F3N5O4 molecule.

Values from the calculation:
SMILES = N#CC1=CC(=[N+]([O-])[O-])c2no[n+]([O-])c2[C@@H]1[NH2+]CC(F)(F)F
multiplicity = 1
relative energy (zero: lowest compared OMol25 entry of this formula, charge and spin) = 105.1 kJ/mol
highest occupied orbital energy = -8.2 eV

Geometry (Å):
N (-3.5633, -1.2827, 1.7546)
C (-2.5829, -0.7555, 1.3902)
C (-1.3578, -0.1110, 1.0457)
C (-0.2105, -0.9846, 0.4875)
C (1.1298, -0.3575, 0.7516)
N (2.3115, -1.0525, 0.8620)
O (2.6955, -2.2019, 0.7191)
O (3.2566, -0.0684, 1.4033)
N (2.6509, 1.1093, 1.6760)
C (1.3374, 0.8984, 1.3069)
C (0.1990, 1.7366, 1.5656)
N (0.2756, 3.1634, 1.6489)
O (1.3297, 3.7785, 1.3873)
O (-0.7784, 3.7691, 1.9700)
C (-1.0903, 1.1297, 1.5965)
H (-0.2629, -1.9021, 1.0922)
H (-1.9040, 1.7497, 1.9888)
F (-0.0945, 0.0617, -4.2516)
C (-0.3049, -0.8180, -3.2394)
F (-1.5070, -1.4666, -3.4322)
F (0.6710, -1.7927, -3.2881)
C (-0.3063, -0.1967, -1.8896)
N (-0.3749, -1.3464, -0.8830)
H (0.5978, 0.3728, -1.7325)
H (-1.1764, 0.4371, -1.7834)
H (0.3477, -2.0424, -1.1198)
H (-1.2885, -1.8275, -1.0263)

Atom charges from the Löwdin analysis, given in e for atoms 1 to 4: 0.137, -0.228, -0.205, -0.198

***

ORCA calculation (the ωB97M-V functional and the def2-TZVPD basis) on a molecular structure, C10H18O2Sb.

Values from the calculation:
total charge = -1
multiplicity = 1
relative energy (zero: lowest compared OMol25 entry of this formula, charge and spin) = 1082.8 kJ/mol
highest occupied orbital energy = -4.2 eV

Geometry (Å):
C (3.0259, -0.4021, 2.4946)
C (3.4547, -0.4949, 1.1358)
C (3.5513, -0.3565, -0.5285)
C (2.0159, -0.3796, -1.1909)
C (0.9340, 0.2327, -0.1209)
Sb (-1.0171, 0.8200, -0.9886)
O (0.0279, 2.1015, -2.2597)
C (-1.2232, 2.4574, 0.4990)
C (-2.2738, 2.1054, 1.7402)
C (-3.1386, 1.5451, 2.7284)
C (-2.1424, -0.6422, 0.2609)
O (-2.3992, -1.9430, -0.4375)
C (-1.1862, -2.7781, -0.4492)
H (2.4205, -0.2660, 3.5147)
H (4.2387, -1.2106, -0.9437)
H (3.9585, 0.7326, -0.7408)
H (1.7905, -1.5262, -1.4219)
H (1.9725, 0.2722, -2.1802)
H (1.3728, 1.2111, 0.4034)
H (0.7035, -0.6276, 0.6728)
H (-0.9318, -0.4456, -2.2280)
H (-2.5441, 1.3283, -1.7382)
H (0.2139, 1.5053, -3.0513)
H (-1.5794, 3.4369, -0.0501)
H (-0.1751, 2.6419, 1.0016)
H (-3.5883, 0.8360, 3.5762)
H (-1.6999, -0.7963, 1.3332)
H (-3.2251, -0.1652, 0.4151)
H (-1.3745, -3.6545, -1.2327)
H (-0.2161, -2.2200, -0.8032)
H (-0.9657, -3.3179, 0.5892)

Atom charges from the Löwdin analysis, given in e for atoms 1 to 4: 0.003, -0.115, -0.211, -0.278

***

ORCA calculation (the ωB97M-V functional and the def2-TZVPD basis) on a single C3H6N2 molecule.

Values from the calculation:
SMILES = C1=NCCN1
multiplicity = 1
relative energy (zero: lowest compared OMol25 entry of this formula, charge and spin) = 305.6 kJ/mol
highest occupied orbital energy = -8.7 eV

Geometry (Å):
C (1.0050, 0.6375, 0.0152)
C (-0.4200, 1.1269, 0.0564)
C (-0.4929, -1.0016, 0.0233)
H (1.4601, 1.1924, -1.0085)
H (1.7490, 0.6473, 0.9146)
H (-0.6360, 1.8735, -0.7084)
H (-0.7289, 1.5150, 0.9843)
H (-0.9932, -2.0652, -0.0622)
H (1.6710, -1.5992, 0.4140)
N (-1.4067, -0.1214, -0.0345)
N (0.9675, -0.7559, -0.1231)

Atom charges from the Löwdin analysis, given in e for atoms 1 to 4: -0.307, -0.186, -0.296, 0.150

***

ORCA calculation (the ωB97M-V functional and the def2-TZVPD basis) on a single C7H10Cl2N2O2 molecule.

Values from the calculation:
SMILES = O=CN1CCN(C(=O)C(Cl)Cl)CC1
multiplicity = 1
relative energy (zero: lowest compared OMol25 entry of this formula, charge and spin) = 6.2 kJ/mol
highest occupied orbital energy = -9.6 eV

Geometry (Å):
O (-1.0433, -1.7075, 3.7199)
O (-0.2825, 3.0754, -1.1082)
Cl (3.1767, 3.0245, -0.3980)
Cl (1.9645, 3.6985, -2.9619)
C (-0.4811, -1.9204, 2.6384)
C (0.6538, 2.2851, -0.9702)
N (0.0044, -0.8825, 1.8257)
N (0.5053, 1.2316, -0.0499)
C (2.0033, 2.5162, -1.6686)
C (0.6655, -1.1742, 0.5280)
C (-0.3319, 0.5319, 2.1756)
C (1.4146, 0.0661, 0.0167)
C (-0.6293, 1.3135, 0.9076)
H (-0.2799, -2.9477, 2.2723)
H (2.3011, 1.5404, -2.0991)
H (-0.0158, -1.5543, -0.2003)
H (1.4163, -1.9716, 0.6610)
H (0.5519, 1.0000, 2.6182)
H (-1.1370, 0.6767, 2.8631)
H (2.2590, 0.3022, 0.6985)
H (1.8065, -0.2026, -0.9877)
H (-1.5274, 0.9217, 0.4574)
H (-0.8234, 2.3481, 1.2327)

Atom charges from the Löwdin analysis, given in e for atoms 1 to 4: -0.004, 0.031, 0.593, 0.637

***

ORCA calculation (the ωB97M-V functional and the def2-TZVPD basis) on a molecular structure, Br5Na8.

Values from the calculation:
total charge = +3
multiplicity = 1
relative energy (zero: lowest compared OMol25 entry of this formula, charge and spin) = 0.0 kJ/mol
highest occupied orbital energy = -16.2 eV

Geometry (Å):
Na (-2.5867, -0.3432, -1.3084)
Na (2.4245, -2.2033, -2.8085)
Na (-0.6771, -2.3439, 1.5520)
Na (-3.3777, -3.3431, 0.5089)
Na (0.8258, 2.3752, -2.5923)
Na (-2.7182, 0.1602, 1.7547)
Na (1.0698, 0.4496, 0.4227)
Na (1.4416, 2.1711, 3.3272)
Br (-0.0066, -0.2488, 3.1357)
Br (2.2880, 0.2540, -3.6459)
Br (0.4479, -2.1141, -0.6543)
Br (-1.3244, 2.1806, -0.6445)
Br (2.1932, 3.0057, 0.9529)

Atom charges from the Löwdin analysis, given in e for atoms 1 to 4: 0.485, 0.296, 0.060, 0.883